No. 1
{"formula": "C12H30BrN2O5", "method": "ωB97M-V with the def2-TZVPD basis set", "homo_energy_ev": -1.706, "fmax_ha_per_bohr": 0.0406, "charge": -1, "molar_mass_g_mol": 362.3, "elements": ["C", "C", "Br", "C", "N", "N", "C", "O", "H", "H", "H", "H", "H", "H", "C", "C", "O", "H", "H", "H", "H", "H", "H", "C", "C", "O", "H", "H", "H", "H", "H", "H", "C", "C", "O", "H", "H", "H", "H", "H", "H", "C", "C", "O", "H", "H", "H", "H", "H", "H"], "xyz": [[3.1659, -1.0625, -2.2313], [3.1835, 0.4560, -1.9134], [3.4795, 0.6906, 0.0261], [1.9371, 1.2451, -2.4432], [0.7018, 0.9904, -1.7443], [0.0100, -0.1121, -2.3478], [-0.3061, -0.8681, -1.4547], [-0.1934, -1.6862, -0.6197], [2.9654, -1.1988, -3.3139], [2.5054, -1.6568, -1.5757], [4.2024, -1.4408, -2.0563], [4.0769, 0.8823, -2.4284], [2.1662, 2.3296, -2.2743], [1.8613, 1.1184, -3.5609], [-2.5116, -0.8167, 3.0594], [-2.0793, 0.5626, 2.5940], [-0.6964, 0.5791, 2.2832], [-1.9419, -1.1197, 3.9406], [-3.5765, -0.8308, 3.3068], [-2.3215, -1.5629, 2.2842], [-2.2513, 1.3020, 3.3789], [-2.6428, 0.8650, 1.7031], [-0.5514, -0.0698, 1.5799], [-6.5184, 1.8336, 3.9450], [-6.2915, 0.7092, 2.9519], [-6.2224, -0.5419, 3.6319], [-5.7121, 1.8615, 4.6798], [-6.5670, 2.7995, 3.4385], [-7.4502, 1.6799, 4.4968], [-5.3516, 0.8536, 2.4196], [-7.1023, 0.6678, 2.2171], [-7.0585, -0.6672, 4.0934], [1.9067, -0.9295, -7.5580], [1.8736, 0.3060, -6.6766], [2.7170, 0.1377, -5.5456], [1.5870, -1.8075, -6.9944], [1.2533, -0.8099, -8.4253], [2.9234, -1.1265, -7.9099], [0.8633, 0.4864, -6.3102], [2.2028, 1.1894, -7.2358], [3.6130, -0.0128, -5.8676], [2.3487, -0.8685, 4.1981], [3.7035, -0.8003, 3.5172], [3.9340, 0.5007, 2.9945], [1.5545, -0.6128, 3.4944], [2.1600, -1.8689, 4.5953], [2.2926, -0.1485, 5.0201], [3.7485, -1.5027, 2.6851], [4.5066, -1.0468, 4.2229], [3.9025, 1.1225, 3.7295]]}

***

No. 2
{"formula": "C12H30ClF6NO13S2Y", "method": "ωB97M-V with the def2-TZVPD basis set", "homo_energy_ev": -12.028, "fmax_ha_per_bohr": 0.0727, "charge": 1, "molar_mass_g_mol": 698.8, "elements": ["Y", "Cl", "O", "O", "O", "O", "C", "F", "F", "F", "S", "O", "O", "N", "S", "O", "O", "C", "F", "F", "F", "C", "C", "O", "H", "H", "H", "H", "H", "H", "C", "C", "O", "H", "H", "H", "H", "H", "H", "C", "C", "O", "H", "H", "H", "H", "H", "H", "C", "C", "O", "H", "H", "H", "H", "H", "H", "C", "C", "O", "H", "H", "H", "H", "H", "H"], "xyz": [[-21.5116, -3.5285, -6.8141], [-18.5730, -9.3489, -8.2293], [-19.3265, -10.0786, -9.2120], [-17.3496, -8.9041, -8.8491], [-19.3460, -8.1646, -7.8404], [-18.2440, -10.0844, -7.0474], [-25.2502, 0.1133, -2.6271], [-26.3463, -0.3836, -3.1977], [-25.6480, 1.1960, -1.9640], [-24.6721, -0.7415, -1.8044], [-23.9490, 0.6519, -3.9640], [-23.8732, 2.0999, -3.9545], [-22.6990, 0.0536, -3.5064], [-24.3032, -0.2018, -5.4654], [-25.6094, 0.6155, -6.0068], [-26.5138, -0.3334, -6.6914], [-26.2314, 1.5534, -5.0680], [-24.7545, 1.6800, -7.3436], [-24.0684, 0.8953, -8.1716], [-25.6443, 2.3810, -8.0626], [-23.9057, 2.4868, -6.7461], [-18.4986, 2.7084, -8.8619], [-18.4164, 1.5758, -7.8458], [-18.8892, 0.3603, -8.4015], [-19.1067, 2.3904, -9.7088], [-17.5324, 2.9855, -9.2834], [-18.8670, 3.6234, -8.3981], [-19.1091, 1.8130, -7.0383], [-17.4292, 1.4263, -7.4087], [-18.4282, 0.2759, -9.2393], [-15.1185, -5.0319, -4.4844], [-15.7979, -3.9121, -5.2242], [-17.0968, -3.7027, -4.6726], [-14.1181, -5.1329, -4.9052], [-15.6047, -6.0014, -4.5927], [-15.0401, -4.8422, -3.4139], [-15.8699, -4.1486, -6.2858], [-15.1537, -3.0337, -5.1855], [-16.9723, -3.3322, -3.7958], [-20.6846, -3.3298, -13.6411], [-20.6816, -4.3104, -12.5355], [-21.5617, -3.7973, -11.5590], [-20.5082, -2.2992, -13.3333], [-21.5390, -3.4024, -14.3140], [-19.7937, -3.6598, -14.1754], [-19.6942, -4.4406, -12.0925], [-20.9595, -5.2924, -12.9182], [-22.3848, -3.6322, -12.0246], [-25.5149, -8.8798, -7.3856], [-25.5163, -7.6960, -8.3390], [-25.2545, -6.5657, -7.5367], [-26.1792, -8.6526, -6.5518], [-24.5631, -9.0714, -6.8902], [-25.8521, -9.7875, -7.8861], [-26.5180, -7.5361, -8.7380], [-24.8380, -7.8236, -9.1827], [-26.1417, -6.4485, -7.1892], [-21.2920, -6.0904, -0.2995], [-21.4638, -6.5863, -1.7589], [-22.2225, -5.5553, -2.4843], [-20.7473, -5.1472, -0.2551], [-20.7298, -6.7797, 0.3305], [-22.2827, -6.0484, 0.1531], [-21.9876, -7.5420, -1.7409], [-20.4529, -6.6835, -2.1546], [-23.1202, -5.6180, -2.1500]]}

***

No. 3
{"formula": "C12H30ClN2O8", "method": "ωB97M-V with the def2-TZVPD basis set", "homo_energy_ev": -4.483, "fmax_ha_per_bohr": 0.1171, "charge": -1, "molar_mass_g_mol": 365.8, "elements": ["Cl", "O", "O", "O", "O", "C", "O", "C", "C", "N", "C", "C", "O", "C", "H", "H", "H", "H", "H", "H", "H", "H", "H", "H", "H", "H", "H", "H", "H", "C", "O", "C", "C", "N", "C", "C", "O", "C", "H", "H", "H", "H", "H", "H", "H", "H", "H", "H", "H", "H", "H", "H", "H"], "xyz": [[-1.9853, -2.1097, 0.5767], [-1.1896, -0.9043, 0.3093], [-1.4535, -3.2686, -0.0328], [-2.2473, -2.1859, 1.9623], [-3.2560, -1.7886, -0.0395], [6.3180, 2.3826, -3.7715], [5.9228, 1.4927, -2.7713], [5.2244, 0.3879, -3.2511], [4.6242, -0.4338, -2.0144], [3.5442, 0.3285, -1.4040], [2.9785, -0.4899, -0.3142], [2.1106, 0.2829, 0.6841], [1.6966, -0.4672, 1.8111], [0.6459, -1.3323, 1.4094], [7.0790, 1.9105, -4.3929], [6.7926, 3.2760, -3.3657], [5.5534, 2.8014, -4.4258], [5.8065, -0.2443, -3.9216], [4.3657, 0.6873, -3.8521], [5.4259, -0.5811, -1.2907], [4.2991, -1.4009, -2.3980], [3.9294, 1.2016, -1.0731], [3.7418, -1.0773, 0.1962], [2.3893, -1.2554, -0.8192], [1.2904, 0.8454, 0.2379], [2.7536, 1.0750, 1.0677], [1.0954, -2.1676, 0.8726], [-0.1311, -0.8286, 0.8343], [0.1004, -1.6871, 2.2838], [-5.9378, -1.1030, -1.6533], [-5.2662, -0.4185, -0.5730], [-4.3467, 0.6307, -1.1260], [-3.5584, 1.5167, -0.0869], [-2.8467, 0.6362, 0.8864], [-2.2353, 1.4081, 1.9410], [-1.5179, 0.5532, 3.0207], [-2.4192, -0.3743, 3.6887], [-1.7844, -1.1123, 4.6850], [-5.3053, -1.5986, -2.3898], [-6.4319, -0.2688, -2.1514], [-6.6803, -1.7839, -1.2371], [-4.8457, 1.2862, -1.8397], [-3.6651, 0.0194, -1.7175], [-4.3690, 2.0546, 0.4047], [-2.9875, 2.3627, -0.4695], [-2.0365, 0.2806, 0.3994], [-2.9680, 2.0938, 2.3664], [-1.5166, 2.1238, 1.5420], [-1.0816, 1.1714, 3.8053], [-0.7141, -0.0167, 2.5546], [-1.7020, -0.4956, 5.5800], [-0.8143, -1.4393, 4.3109], [-2.3945, -1.9754, 4.9516]]}

***

No. 4
{"formula": "C12H30CrF3NO12P2S2", "method": "ωB97M-V with the def2-TZVPD basis set", "homo_energy_ev": [-12.503, -12.503], "spin_multiplicity": 4, "fmax_ha_per_bohr": 0.1831, "charge": 1, "molar_mass_g_mol": 615.4, "elements": ["Cr", "F", "N", "S", "O", "O", "F", "S", "O", "O", "F", "C", "C", "O", "P", "O", "O", "C", "C", "O", "C", "C", "H", "H", "H", "H", "H", "H", "H", "H", "H", "H", "H", "H", "H", "H", "H", "C", "C", "O", "P", "O", "O", "C", "C", "O", "C", "C", "H", "H", "H", "H", "H", "H", "H", "H", "H", "H", "H", "H", "H", "H", "H"], "xyz": [[-0.3136, -1.5616, 3.3109], [-1.5436, -0.9539, 1.9563], [-0.9519, -3.3940, 3.4614], [-1.8098, -4.5460, 2.4042], [-3.1871, -4.6121, 2.6621], [-1.1305, -5.6459, 1.8058], [-1.6535, -3.5253, 1.2278], [-0.7635, -4.6340, 4.4961], [0.3262, -5.5128, 4.2268], [-1.8826, -5.1077, 5.2253], [-0.1831, -3.7095, 5.6940], [-1.0665, 2.5761, -4.4303], [-0.9027, 1.5562, -3.2913], [-0.1088, 0.4231, -3.5920], [-0.7418, -0.8924, -4.2257], [0.2437, -1.9588, -4.3374], [-1.9352, -1.2293, -3.1861], [-1.5683, -1.6424, -1.8611], [-2.9661, -1.8272, -1.2373], [-1.6182, -0.4515, -5.4541], [-1.8178, -1.3553, -6.5448], [-1.3964, -0.6682, -7.8659], [-1.0137, 2.2638, -5.4721], [-1.9503, 3.1659, -4.1782], [-0.2937, 3.3559, -4.4546], [-0.4177, 2.1870, -2.5446], [-1.9102, 1.2897, -2.9703], [-0.9487, -2.5111, -1.6512], [-1.1759, -0.7530, -1.3589], [-3.2518, -0.9274, -0.6858], [-3.7387, -2.2671, -1.8542], [-2.8407, -2.4222, -0.3242], [-1.1970, -2.2417, -6.4166], [-2.8628, -1.6264, -6.6703], [-2.2376, -0.0058, -8.0990], [-0.6354, 0.1006, -7.7041], [-1.1146, -1.2624, -8.7275], [-1.2177, 2.3511, 0.8514], [0.3002, 2.1658, 0.8482], [0.8934, 2.5356, 2.1152], [1.4518, 1.4015, 3.0318], [0.5558, 0.2320, 3.2760], [2.8561, 0.9977, 2.4616], [3.7937, 2.0202, 1.9650], [4.6901, 1.2842, 0.9952], [1.7557, 2.2382, 4.3136], [2.3448, 1.6543, 5.4957], [2.8432, 2.8011, 6.3488], [-1.5872, 1.7979, 1.7141], [-1.5075, 3.3967, 0.8945], [-1.5559, 1.8474, -0.0540], [0.4840, 1.0932, 0.6922], [0.7732, 2.5972, -0.0348], [3.2839, 2.9279, 1.6451], [4.3279, 2.3383, 2.8673], [5.4956, 1.9722, 0.7425], [4.9027, 0.2799, 1.3416], [4.1086, 1.1679, 0.0748], [1.5961, 1.0841, 6.0550], [3.1123, 0.9170, 5.2403], [3.4081, 2.4022, 7.1929], [3.4504, 3.5050, 5.7860], [2.0007, 3.3178, 6.8073]]}

***

Repeat the fourth record exactly.
{"formula": "C12H30CrF3NO12P2S2", "method": "ωB97M-V with the def2-TZVPD basis set", "homo_energy_ev": [-12.503, -12.503], "spin_multiplicity": 4, "fmax_ha_per_bohr": 0.1831, "charge": 1, "molar_mass_g_mol": 615.4, "elements": ["Cr", "F", "N", "S", "O", "O", "F", "S", "O", "O", "F", "C", "C", "O", "P", "O", "O", "C", "C", "O", "C", "C", "H", "H", "H", "H", "H", "H", "H", "H", "H", "H", "H", "H", "H", "H", "H", "C", "C", "O", "P", "O", "O", "C", "C", "O", "C", "C", "H", "H", "H", "H", "H", "H", "H", "H", "H", "H", "H", "H", "H", "H", "H"], "xyz": [[-0.3136, -1.5616, 3.3109], [-1.5436, -0.9539, 1.9563], [-0.9519, -3.3940, 3.4614], [-1.8098, -4.5460, 2.4042], [-3.1871, -4.6121, 2.6621], [-1.1305, -5.6459, 1.8058], [-1.6535, -3.5253, 1.2278], [-0.7635, -4.6340, 4.4961], [0.3262, -5.5128, 4.2268], [-1.8826, -5.1077, 5.2253], [-0.1831, -3.7095, 5.6940], [-1.0665, 2.5761, -4.4303], [-0.9027, 1.5562, -3.2913], [-0.1088, 0.4231, -3.5920], [-0.7418, -0.8924, -4.2257], [0.2437, -1.9588, -4.3374], [-1.9352, -1.2293, -3.1861], [-1.5683, -1.6424, -1.8611], [-2.9661, -1.8272, -1.2373], [-1.6182, -0.4515, -5.4541], [-1.8178, -1.3553, -6.5448], [-1.3964, -0.6682, -7.8659], [-1.0137, 2.2638, -5.4721], [-1.9503, 3.1659, -4.1782], [-0.2937, 3.3559, -4.4546], [-0.4177, 2.1870, -2.5446], [-1.9102, 1.2897, -2.9703], [-0.9487, -2.5111, -1.6512], [-1.1759, -0.7530, -1.3589], [-3.2518, -0.9274, -0.6858], [-3.7387, -2.2671, -1.8542], [-2.8407, -2.4222, -0.3242], [-1.1970, -2.2417, -6.4166], [-2.8628, -1.6264, -6.6703], [-2.2376, -0.0058, -8.0990], [-0.6354, 0.1006, -7.7041], [-1.1146, -1.2624, -8.7275], [-1.2177, 2.3511, 0.8514], [0.3002, 2.1658, 0.8482], [0.8934, 2.5356, 2.1152], [1.4518, 1.4015, 3.0318], [0.5558, 0.2320, 3.2760], [2.8561, 0.9977, 2.4616], [3.7937, 2.0202, 1.9650], [4.6901, 1.2842, 0.9952], [1.7557, 2.2382, 4.3136], [2.3448, 1.6543, 5.4957], [2.8432, 2.8011, 6.3488], [-1.5872, 1.7979, 1.7141], [-1.5075, 3.3967, 0.8945], [-1.5559, 1.8474, -0.0540], [0.4840, 1.0932, 0.6922], [0.7732, 2.5972, -0.0348], [3.2839, 2.9279, 1.6451], [4.3279, 2.3383, 2.8673], [5.4956, 1.9722, 0.7425], [4.9027, 0.2799, 1.3416], [4.1086, 1.1679, 0.0748], [1.5961, 1.0841, 6.0550], [3.1123, 0.9170, 5.2403], [3.4081, 2.4022, 7.1929], [3.4504, 3.5050, 5.7860], [2.0007, 3.3178, 6.8073]]}

***

- Which value of charge does entry 1 give?
  -1